[1]
130
Properties=species:S:1:pos:R:3 method="wB97M-V/def2-TZVPD" e_homo_ha=-0.369 homo_lumo_gap_ev=10.08 total_energy_ev=-189346.2607 multiplicity=1
C -1.67879 -1.30402 6.84191
C -1.92293 0.19189 7.00951
F -1.61873 0.59008 8.31312
Si -1.08047 1.26610 5.72005
O -1.82138 2.74178 5.65196
B -1.82956 3.44005 4.43874
O -0.93934 4.44587 4.20615
O -2.70148 3.09113 3.42376
C 0.79412 1.61175 6.11784
F 1.01779 1.31055 7.44026
F 1.15794 2.92674 5.94804
C 1.79260 0.73971 5.31986
F 1.27236 -0.51352 5.24782
F 2.98841 0.65518 5.97030
C 2.08152 1.30628 3.88835
F 3.18498 2.11370 3.95513
F 0.99222 2.04048 3.48795
C 2.31614 0.28092 2.73620
F 1.20947 -0.52515 2.61405
F 2.46962 1.01958 1.59156
C 3.58928 -0.58972 2.87951
F 3.60657 -1.15333 4.12411
F 4.67127 0.22927 2.74246
C 3.71228 -1.75024 1.82960
F 5.03878 -1.96322 1.62508
F 3.14807 -1.37620 0.66189
C 3.06520 -3.09833 2.25991
F 1.86345 -2.84797 2.87055
F 3.90435 -3.75711 3.12472
C 2.78051 -4.02437 1.03952
F 3.83782 -4.05757 0.18684
F 2.54475 -5.28462 1.50594
F 1.68692 -3.58646 0.35577
H -1.13018 -1.65992 7.70521
H -1.15221 -1.54593 5.93185
H -2.62462 -1.82905 6.80232
H -2.98460 0.39139 6.88169
H -1.18004 0.61316 4.40214
H -0.43685 4.65622 4.98757
H -3.59463 3.19228 3.74779
C 2.09034 -0.02017 12.18692
C 2.42636 0.58999 10.81847
C 2.74371 -0.56987 9.86583
S 1.80393 -1.97729 10.46703
O 2.72323 -2.99720 10.90428
O 0.74569 -2.28980 9.54149
C 1.11827 -1.16113 11.90515
H 1.65449 0.71383 12.86227
H 2.99602 -0.41131 12.65475
H 1.56602 1.14722 10.44391
H 3.26416 1.28216 10.87990
H 2.44144 -0.36417 8.84240
H 3.79540 -0.84652 9.89324
H 1.03125 -1.88569 12.71073
H 0.13371 -0.78885 11.62460
C -2.66422 -5.64977 0.88200
C -2.51134 -4.55722 -0.18604
C -3.14860 -3.27780 0.37317
S -2.99193 -3.38738 2.16166
O -4.30844 -3.47453 2.73931
O -2.04899 -2.39939 2.62499
C -2.23582 -5.00927 2.19873
H -2.06126 -6.52666 0.65402
H -3.70687 -5.96650 0.94599
H -1.45142 -4.38602 -0.38263
H -2.97655 -4.84340 -1.12720
H -2.64529 -2.37409 0.04144
H -4.21085 -3.21541 0.14795
H -2.58106 -5.53568 3.08485
H -1.15694 -4.86361 2.24272
C 3.51549 -0.16418 -2.14571
C 4.94187 -0.61952 -2.48512
C 4.95688 -1.00334 -3.97141
S 3.68226 -0.00395 -4.75272
O 2.64327 -0.88005 -5.23629
O 4.28068 0.96790 -5.63294
C 3.10534 0.79344 -3.25941
H 3.46411 0.31824 -1.17284
H 2.84365 -1.02480 -2.13011
H 5.63914 0.20078 -2.30716
H 5.25637 -1.45690 -1.86443
H 5.90414 -0.78943 -4.45823
H 4.68625 -2.04521 -4.12785
H 2.03244 0.95106 -3.33864
H 3.62124 1.74956 -3.18064
C 1.77732 0.07145 -10.08641
C 2.29288 -0.03922 -8.64369
C 1.33246 0.75668 -7.75565
S -0.26238 0.70729 -8.57874
O -0.62937 2.04609 -8.98163
O -1.18841 -0.08411 -7.80345
C 0.27704 -0.20340 -10.02017
H 2.27666 -0.63145 -10.75118
H 1.95487 1.07916 -10.46884
H 2.29539 -1.08475 -8.33160
H 3.30945 0.33516 -8.54106
H 1.22823 0.31986 -6.76809
H 1.62386 1.80210 -7.67539
H -0.28382 0.14075 -10.88403
H 0.05943 -1.25337 -9.83699
C -2.06591 4.20459 -0.67696
C -2.30218 5.44762 -1.54683
C -3.20735 6.39502 -0.74901
S -2.87646 6.05629 0.98908
O -4.07609 5.52132 1.58486
O -2.20607 7.18479 1.58174
C -1.71577 4.72358 0.71415
H -1.27203 3.57530 -1.07624
H -2.97716 3.60496 -0.62924
H -1.34754 5.93534 -1.75167
H -2.75228 5.19395 -2.50511
H -2.99540 7.44355 -0.93748
H -4.26259 6.19395 -0.91973
H -1.83578 3.98898 1.50459
H -0.71563 5.15465 0.74252
C -4.45626 0.99199 -10.43803
C -5.40030 0.24409 -11.39199
C -4.80236 -1.14953 -11.62603
S -3.85888 -1.53833 -10.14172
O -2.46735 -1.63468 -10.51227
O -4.50110 -2.60988 -9.42440
C -4.14033 0.01697 -9.30905
H -4.90605 1.90614 -10.05561
H -3.53559 1.26624 -10.95726
H -6.38446 0.14943 -10.92982
H -5.53071 0.77467 -12.33378
H -5.55600 -1.91983 -11.76309
H -4.10571 -1.16051 -12.46135
H -3.25428 0.26640 -8.73120
H -4.99421 -0.12472 -8.64756

---

[2]
115
Properties=species:S:1:pos:R:3 method="wB97M-V/def2-TZVPD" e_homo_ha=-0.273 homo_lumo_gap_ev=7.67 total_energy_ev=-102690.2424 multiplicity=1
O 1.02436 -4.41907 2.95261
C 0.30026 -4.30339 1.99902
C 0.76767 -3.72289 0.69380
Si 0.35519 -1.88471 0.61816
C 1.72945 -0.93808 -0.25331
O 1.40483 0.47487 -0.12292
N 0.65871 0.91446 -1.20054
O -0.25947 1.54444 -0.83900
O -1.05058 -1.56985 -0.26347
Si -2.34817 -2.54712 -0.10321
C -3.69491 -1.81885 0.94817
C -3.02943 -1.03334 2.09632
C -4.03047 -0.66321 3.19936
C -3.28644 -0.32939 4.49032
O -4.13435 -0.48441 5.64505
C -4.17064 -1.77539 6.04536
O -5.17483 -2.41440 6.10163
S -3.08956 -2.85659 -2.19620
O -3.04706 -1.41780 -2.83716
O -2.01807 -3.52326 -2.89675
F -4.32013 -3.93085 -2.19992
H -0.76442 -4.60821 2.09514
H 0.36684 -4.29118 -0.15116
H 1.85341 -3.86080 0.70735
H 0.25543 -1.33425 1.97354
H 2.70860 -1.12832 0.17639
H 1.73348 -1.16530 -1.32114
H -2.01132 -3.85884 0.44031
H -4.27331 -2.65179 1.35747
H -4.36881 -1.19426 0.36113
H -2.56075 -0.13986 1.68205
H -2.26149 -1.67192 2.55117
H -4.74447 -1.46957 3.36863
H -4.54234 0.24585 2.87679
H -2.87931 0.67925 4.47064
H -2.43057 -1.00784 4.60586
H -3.19422 -2.18680 6.35125
C 1.91316 3.58006 0.16049
C 1.83310 4.72606 1.05390
N 1.75176 5.62602 1.76282
H 1.24571 3.72269 -0.68687
H 2.93561 3.47155 -0.19842
H 1.62467 2.67779 0.69297
C -1.77303 2.54165 -3.65216
C -2.21860 3.83279 -3.14367
N -2.56126 4.86384 -2.76879
H -2.60397 1.83955 -3.67877
H -1.38276 2.66554 -4.66167
H -0.99508 2.14140 -3.01371
C -6.86713 -0.05908 -2.38417
C -5.67860 -0.88902 -2.22949
N -4.74457 -1.56500 -2.15483
H -7.55796 -0.56830 -3.05506
H -7.35613 0.06793 -1.41913
H -6.63721 0.92334 -2.79958
C 3.03766 1.59980 3.25381
C 2.61935 0.20320 3.30567
N 2.27326 -0.89223 3.33755
H 3.12155 1.91672 2.21565
H 2.30190 2.22444 3.75811
H 3.99930 1.72657 3.75204
C 1.69356 8.57147 0.37254
C 1.96728 9.00223 -0.99433
N 2.18518 9.33520 -2.07118
H 2.62327 8.51105 0.93399
H 1.02969 9.28388 0.85886
H 1.22555 7.59125 0.37314
C -3.03551 1.46841 -7.79320
C -3.44259 1.01046 -6.46775
N -3.77563 0.68712 -5.41712
H -2.19988 0.87317 -8.15582
H -3.86683 1.37766 -8.48947
H -2.72719 2.51201 -7.73830
C 5.86068 7.09710 1.51056
C 5.28679 5.75804 1.45550
N 4.81411 4.71443 1.40047
H 5.99861 7.48023 0.50111
H 5.19142 7.75939 2.05686
H 6.82385 7.06803 2.01623
C 7.80290 2.72894 4.65981
C 6.41960 2.45236 5.02755
N 5.33000 2.23267 5.31273
H 8.39967 1.82511 4.76543
H 7.84663 3.06908 3.62666
H 8.20871 3.50242 5.30899
C 6.50933 -3.35293 0.23899
C 5.07632 -3.29463 0.49851
N 3.94744 -3.25108 0.69591
H 6.85564 -4.38188 0.31578
H 6.71538 -2.97802 -0.76207
H 7.04071 -2.74266 0.96664
C -4.34743 -6.03426 3.31896
C -4.03991 -5.69760 1.93261
N -3.80505 -5.41540 0.84407
H -3.43003 -6.06276 3.90450
H -5.01469 -5.28456 3.74159
H -4.83111 -7.00805 3.36342
C 3.37828 -5.21635 -2.98910
C 3.16990 -3.79095 -2.77733
N 3.01038 -2.66502 -2.62505
H 2.43966 -5.68279 -3.28230
H 4.11227 -5.36226 -3.78001
H 3.72983 -5.68850 -2.07306
C -2.91469 5.99124 -6.13057
C -2.17412 5.41290 -7.24537
N -1.59708 4.95108 -8.12429
H -2.44114 5.72112 -5.18853
H -2.93435 7.07543 -6.22232
H -3.93560 5.61366 -6.13379
C -0.08897 -8.07582 0.81964
C 1.15143 -7.54120 0.26975
N 2.12116 -7.10408 -0.16027
H -0.24181 -9.09353 0.46594
H -0.03478 -8.07768 1.90702
H -0.92835 -7.45757 0.50243

---

[3]
109
Properties=species:S:1:pos:R:3 method="wB97M-V/def2-TZVPD" charge=+1 e_homo_ha=-0.444 homo_lumo_gap_ev=8.84 total_energy_ev=-221264.0138 multiplicity=1
C -6.31715 0.26337 3.02905
C -6.92048 -1.05758 3.63975
C -6.79203 -2.24511 2.64179
C -7.31305 -1.91557 1.20265
C -6.16620 -1.63598 0.17417
C -6.12923 -2.71591 -0.95922
C -5.85002 -2.15451 -2.37526
C -4.52849 -1.33098 -2.51745
C -3.38193 -1.72065 -1.52671
C -1.99647 -1.66611 -2.29293
C -0.89620 -0.96960 -1.47258
C -0.59124 0.38019 -1.83197
C -1.31570 1.09492 -2.98875
O -0.71902 0.60701 -4.17013
C -1.48814 0.94426 -5.33168
C 0.42896 1.04544 -1.11148
C 1.08955 0.36798 -0.09759
C 2.19414 1.11806 0.67219
O 3.47367 0.65585 0.30999
C 4.44350 0.85884 1.33489
N 0.78749 -0.92373 0.20676
C 1.59526 -1.52550 1.26932
C 1.15564 -1.51793 2.57849
C 1.88839 -2.03356 3.66951
C 3.15973 -2.59519 3.32815
C 3.47084 -2.54942 1.92891
N 2.77149 -2.03542 0.93015
C -0.19652 -1.60929 -0.43332
C -0.54919 -3.05170 -0.05392
F -0.62498 -3.27093 1.31631
C 0.37018 -4.09848 -0.78372
C -0.55892 -5.20747 -1.39874
H -5.33736 -0.01297 2.59763
H -7.00155 0.70184 2.28712
H -6.16116 0.96455 3.86925
H -6.35556 -1.23737 4.57312
H -7.97716 -0.91578 3.93994
H -7.42258 -3.05673 3.06088
H -5.76461 -2.65061 2.59358
H -7.95174 -2.76135 0.89058
H -7.96449 -1.02675 1.29209
H -5.20591 -1.71174 0.72023
H -6.26653 -0.63802 -0.29746
H -5.38044 -3.49886 -0.71575
H -7.09803 -3.25472 -0.97039
H -6.67962 -1.46595 -2.64349
H -5.87092 -2.98432 -3.10344
H -4.17047 -1.48976 -3.55697
H -4.68202 -0.23882 -2.42936
H -3.35440 -0.98686 -0.70279
H -3.46807 -2.73781 -1.11496
H -2.06966 -1.25626 -3.30849
H -1.66010 -2.71609 -2.41684
H -1.19378 2.19172 -2.84438
H -2.38026 0.78915 -2.89919
H -1.09587 0.32358 -6.15784
H -2.56843 0.71656 -5.23692
H -1.27132 2.00242 -5.59877
H 0.66481 2.08154 -1.37426
H 2.12888 2.18508 0.35924
H 2.01204 1.11701 1.76586
H 5.16939 0.02881 1.23924
H 4.98599 1.82039 1.23995
H 4.02311 0.78806 2.35969
H 0.16830 -1.07494 2.78333
H 1.52678 -1.98768 4.69839
H 3.80066 -3.00105 4.09433
H 4.42116 -2.99670 1.62489
H -1.56340 -3.24217 -0.44626
H 1.13975 -4.51350 -0.11734
H 0.78333 -3.55273 -1.65211
H -0.02188 -6.14230 -1.61277
H -0.97857 -4.82194 -2.35009
H -1.44184 -5.37563 -0.75077
C 5.16698 -5.89793 4.11588
Cl 4.93836 -4.53269 3.00479
Cl 5.70573 -7.34532 3.26283
H 5.91414 -5.62721 4.85498
H 4.22092 -6.11049 4.60408
C 7.09500 3.18226 3.70050
Cl 7.56903 1.58170 3.11668
Cl 5.52513 3.13142 4.52009
H 7.84745 3.53761 4.39997
H 7.02719 3.85884 2.85445
C 0.51185 1.72014 -8.47283
Cl 0.41765 2.54511 -6.90964
Cl -1.09689 1.33547 -9.09590
H 1.01770 2.36703 -9.18157
H 1.06985 0.79797 -8.34750
C 0.44531 5.38783 -4.55318
Cl -0.79126 6.64467 -4.59841
Cl -0.18977 3.88458 -3.85845
H 0.78246 5.18799 -5.56541
H 1.27551 5.73094 -3.94493
C -5.12719 2.98177 -4.43841
Cl -4.99724 2.01344 -2.96003
Cl -3.75246 4.07549 -4.61305
H -5.15559 2.31304 -5.29255
H -6.03982 3.56660 -4.39358
C 11.03361 4.30644 4.16728
Cl 9.66484 4.63986 5.23633
Cl 10.53435 3.35591 2.76097
H 11.44789 5.24928 3.82577
H 11.78409 3.75008 4.71903
C 8.15037 7.83676 6.94190
Cl 7.40895 6.45668 6.11790
Cl 9.82708 8.07692 6.43777
H 7.58296 8.73004 6.70376
H 8.12879 7.65715 8.01150

---

[4]
101
Properties=species:S:1:pos:R:3 method="wB97M-V/def2-TZVPD" charge=+1 e_homo_ha=-0.393 homo_lumo_gap_ev=7.28 total_energy_ev=-72466.6385 multiplicity=1
F 4.18724 1.95267 -1.57081
C 2.99727 1.63605 -0.84334
C 1.78228 2.26034 -1.65853
C 0.76080 3.05686 -0.76022
C -0.37216 2.20274 -0.13280
N -1.48838 2.79981 0.15832
C -2.53985 1.97260 0.79695
C -2.02764 0.52420 0.41921
C -2.87066 0.17009 -0.87942
C -2.98488 -1.39551 -1.17064
C -1.70066 -1.88849 -1.94823
S -0.53578 -2.83851 -0.89394
C 1.13321 -2.42431 -1.41660
S 1.49681 -1.21767 -2.50704
N 2.24091 -3.15375 -0.87000
C 3.18596 -3.80096 -1.69172
C 4.14004 -4.36657 -0.77348
N 3.75698 -4.07223 0.56507
C 2.62629 -3.35566 0.45866
C -0.44647 0.69668 0.26164
H 2.95846 0.51830 -0.80514
H 3.12438 2.11863 0.16069
H 1.30337 1.51810 -2.34817
H 2.26516 3.02839 -2.33103
H 1.33473 3.52443 0.08756
H 0.29908 3.90062 -1.35198
H -1.49852 3.79217 -0.10041
H -2.53273 2.15654 1.90399
H -3.52881 2.32992 0.38675
H -2.40445 -0.21447 1.16919
H -2.42241 0.72566 -1.75506
H -3.93357 0.53122 -0.76714
H -3.93586 -1.53079 -1.75070
H -3.13813 -1.88166 -0.17250
H -2.01204 -2.56408 -2.78974
H -1.20683 -0.99675 -2.41079
H 3.12192 -3.80875 -2.79834
H 5.04921 -4.93284 -1.05462
H 2.07882 -2.95900 1.34298
H 0.05520 -0.06757 -0.38199
H -0.01735 0.48972 1.28918
C -7.02589 -0.57664 2.79774
C -7.95521 -0.04283 1.71480
C -7.21067 0.46040 0.47577
C -6.37893 1.63111 0.76296
N -5.72348 2.54849 0.98903
H -6.37032 0.20742 3.18548
H -7.60906 -0.96466 3.63437
H -6.40230 -1.38871 2.41482
H -8.57440 0.75514 2.13223
H -8.63202 -0.84492 1.41107
H -7.93984 0.72842 -0.29302
H -6.59156 -0.33937 0.06031
C 6.93474 -0.52618 -0.35262
C 7.78910 -0.49249 -1.61433
C 7.10983 -1.14808 -2.81792
C 6.90874 -2.58547 -2.62557
N 6.74328 -3.71176 -2.47142
H 6.74667 -1.55117 -0.02326
H 7.44480 -0.00519 0.46016
H 5.97169 -0.03542 -0.51779
H 8.74855 -0.97571 -1.41317
H 8.00381 0.55005 -1.86187
H 7.73086 -0.99563 -3.70429
H 6.15004 -0.66372 -3.01641
C 0.04224 2.92869 -4.75480
C -1.01209 3.68122 -5.54992
C -1.11432 5.14842 -5.13403
C -1.58236 5.28471 -3.75160
N -1.93643 5.39165 -2.66273
H -0.21337 2.90280 -3.69194
H 0.12070 1.89720 -5.10409
H 1.02353 3.39739 -4.86164
H -1.97884 3.18438 -5.43309
H -0.75834 3.63224 -6.61144
H -1.81137 5.66350 -5.79956
H -0.14611 5.64182 -5.24800
C 10.33191 -3.48016 1.23499
C 11.47090 -2.82154 2.00501
C 11.30716 -1.30625 2.14220
C 11.37848 -0.62099 0.85006
N 11.42844 -0.08378 -0.16429
H 10.28890 -3.12519 0.20273
H 10.47277 -4.56197 1.20722
H 9.36848 -3.27688 1.70911
H 12.41996 -3.05503 1.51558
H 11.51318 -3.25793 3.00639
H 12.09875 -0.91937 2.78894
H 10.35738 -1.07492 2.63077
C -11.08115 0.92651 5.73799
C -11.38966 -0.41315 6.39612
C -10.46078 -1.53835 5.93479
C -10.63121 -1.85228 4.51438
N -10.76224 -2.09614 3.39914
H -11.23338 0.88553 4.65696
H -11.73879 1.70121 6.13574
H -10.04841 1.22894 5.92904
H -12.43111 -0.68032 6.19987
H -11.28811 -0.30153 7.47866
H -10.67146 -2.43672 6.52046
H -9.41984 -1.26900 6.13103